Molecular formula: C21H28N2O3
Method: DFT, wB97M-V/def2-TZVPD

```
54
Properties=species:S:1:pos:R:3:forces:R:3
C 3.972955 4.133024 -2.724159 -0.07 -0.20 -0.13
C 3.269197 2.820087 -3.039548 0.00 0.07 0.28
C 2.876478 2.081200 -1.759550 0.03 0.18 -0.16
N 2.191390 0.838623 -2.038389 0.46 0.01 -0.09
C 0.858445 0.685379 -1.858503 -0.06 -0.60 -0.32
O 0.150065 1.539895 -1.377475 -0.32 0.30 0.17
C 0.334820 -0.685830 -2.271809 -0.08 0.08 0.24
C 0.727880 -1.755097 -1.239154 0.03 -0.04 -0.53
N 0.370094 -1.353232 0.096469 -0.02 -0.01 0.24
C -0.920593 -1.123242 0.523926 -0.30 0.15 0.48
C -2.107766 -1.434058 -0.271155 -0.16 -0.08 -0.09
C -3.042669 -0.431666 -0.523742 0.07 -0.05 0.00
C -4.179787 -0.703082 -1.257283 -0.04 -0.10 0.00
C -4.422427 -1.978778 -1.756712 0.02 0.01 -0.01
C -5.665412 -2.258406 -2.545772 -0.02 0.02 0.04
C -3.497721 -2.979117 -1.490635 -0.04 0.01 -0.07
C -2.356465 -2.715017 -0.755380 0.05 0.09 0.06
C -0.864487 -0.583865 1.778223 0.11 -0.12 -0.25
C 0.504591 -0.481814 2.134874 -0.06 -0.12 -0.50
C 1.032541 0.021068 3.392787 0.42 0.00 0.10
O 2.206388 0.104057 3.691695 -0.15 0.05 0.07
O 0.048951 0.395922 4.230572 -0.30 -0.05 -0.17
C 0.463234 0.907355 5.492108 0.29 0.17 0.46
C -0.774714 1.257042 6.296999 0.23 -0.16 -0.39
C 1.241764 -0.951564 1.057906 0.26 0.16 0.60
C 2.718207 -1.049708 0.924994 0.05 -0.02 0.00
H 4.247384 4.647581 -3.641572 0.06 0.11 -0.02
H 4.876970 3.953069 -2.146565 0.12 0.05 0.07
H 3.320365 4.782446 -2.146321 -0.03 0.12 0.07
H 2.367972 3.015368 -3.623967 -0.01 -0.08 -0.04
H 3.928302 2.184670 -3.637789 -0.05 -0.04 -0.06
H 2.186026 2.688196 -1.170492 0.13 -0.05 0.01
H 3.768279 1.874709 -1.158190 -0.06 0.07 0.03
H 2.707703 0.133300 -2.540275 -0.17 -0.02 0.04
H -0.752268 -0.619453 -2.326620 0.10 0.03 -0.07
H 0.724640 -0.966825 -3.251447 -0.01 -0.03 -0.04
H 0.222520 -2.691706 -1.493076 0.17 0.09 0.04
H 1.805491 -1.927206 -1.265086 -0.12 -0.05 0.05
H -2.852045 0.563928 -0.153659 0.05 0.12 0.01
H -4.892994 0.085445 -1.451380 -0.07 0.10 -0.02
H -5.631715 -3.250164 -2.990099 -0.05 -0.04 -0.05
H -5.789398 -1.522224 -3.338434 -0.06 0.00 -0.07
H -6.541204 -2.200624 -1.899376 -0.10 -0.02 -0.03
H -3.674759 -3.980920 -1.856928 -0.04 -0.08 -0.04
H -1.667970 -3.518665 -0.533305 0.07 -0.05 0.04
H -1.696097 -0.307664 2.393098 -0.23 0.02 0.08
H 1.094820 1.789069 5.329673 -0.06 -0.17 0.04
H 1.069918 0.149528 6.002675 -0.06 0.16 -0.09
H -1.362937 2.003216 5.769697 -0.09 0.10 0.01
H -1.387914 0.371556 6.441749 -0.09 -0.06 0.07
H -0.483205 1.651634 7.266230 0.01 0.04 0.10
H 3.162186 -0.724739 1.861545 0.04 -0.03 -0.05
H 3.084395 -0.407218 0.124432 0.07 0.00 -0.07
H 3.030579 -2.075483 0.724194 0.07 -0.04 -0.04
```
Positions in Å, forces in eV/Å.

Computed properties:
HOMO: -7.75 eV
SMILES string: CCCNC(=O)CCn1c(-c2ccc(C)cc2)cc(C(=O)OCC)c1C
Relative energy (zero: lowest compared OMol25 entry of this formula, charge and spin): 0.939 eV
E_LUMO: 0.6 eV
Energy: -1152.3042 Eh

Mulliken population analysis, charges in e, atoms 1 to 2:
1. C -1.2930
2. C -0.1835

***

Molecular formula: C37H37B2F4N5OPPd
Method: DFT, wB97M-V/def2-TZVPD

```
88
Properties=species:S:1:pos:R:3:forces:R:3
Pd 0.509232 0.657062 0.368953 -0.03 0.07 0.10
B 3.250953 0.768052 2.919603 0.01 0.05 -0.06
N 1.805126 0.602299 3.494454 0.02 -0.09 -0.04
C 1.568064 0.734704 4.808123 -0.02 0.01 -0.02
C 0.236963 0.454591 5.048082 -0.04 0.05 0.00
C -0.272130 0.159106 3.780031 -0.07 0.02 -0.09
N 0.681752 0.240659 2.854301 0.11 0.05 -0.11
N 3.376160 0.706452 1.356630 0.09 -0.08 0.13
C 4.548816 0.430030 0.782875 -0.02 0.01 -0.02
C 4.504984 0.805293 -0.550843 0.01 0.00 -0.02
C 3.218013 1.305262 -0.712213 -0.05 -0.06 0.00
N 2.546131 1.238762 0.441107 0.05 0.16 0.02
H 3.953298 -0.121367 3.339418 0.00 0.02 -0.01
H 3.654014 1.859761 3.283310 -0.05 -0.01 0.00
H 2.365602 1.012499 5.477632 0.00 -0.01 0.00
H -0.280890 0.463967 5.991924 -0.01 0.00 0.00
H -1.283080 -0.083731 3.489478 0.01 -0.05 0.02
H 5.341244 -0.003505 1.368094 -0.01 -0.01 0.00
H 5.282944 0.710837 -1.288562 -0.01 0.00 0.00
H 2.718248 1.683270 -1.590922 0.02 0.01 -0.01
C 3.319153 -2.736101 -3.294467 -0.01 0.01 0.00
C 2.014957 -2.425662 -2.566574 -0.03 -0.01 0.01
C 0.999186 -3.552216 -2.719901 0.00 0.04 0.06
C 1.470116 -1.076452 -3.027301 0.04 0.05 -0.03
C 1.086558 -0.996844 -4.515581 0.02 0.00 0.05
O -0.159439 -0.271553 -4.523398 -0.06 0.02 0.05
C -0.565022 -0.249028 -3.216651 -0.10 0.16 0.16
N 0.230916 -0.687369 -2.339084 -0.20 -0.15 -0.19
C -1.912556 0.315605 -2.971765 0.08 -0.10 -0.01
C -2.656340 0.711321 -4.081976 0.07 -0.01 0.00
C -3.936345 1.222462 -3.950358 -0.03 0.00 0.11
C -4.493852 1.333530 -2.687201 0.11 -0.02 -0.11
C -3.758726 0.945275 -1.576188 -0.06 0.04 0.00
C -2.465938 0.437992 -1.682854 0.06 0.03 -0.06
P -1.603825 -0.080852 -0.146809 -0.07 -0.04 0.14
C -1.834524 -1.882119 -0.117300 0.05 0.01 0.01
C -2.683918 -2.557765 -0.991495 0.01 0.01 0.01
C -2.832488 -3.932735 -0.887418 0.01 -0.01 -0.02
C -2.134070 -4.638345 0.084872 0.00 0.01 -0.01
C -1.285438 -3.969052 0.953465 0.00 0.01 0.00
C -1.135262 -2.593602 0.854506 -0.05 0.00 -0.02
C -2.759292 0.490473 1.164645 -0.07 -0.10 -0.01
C -3.516818 -0.391603 1.929416 0.00 0.00 -0.03
C -4.287934 0.075307 2.987804 -0.01 0.01 0.02
C -4.315478 1.427217 3.289874 0.01 -0.03 -0.02
C -3.575326 2.317089 2.520395 0.01 0.04 -0.03
C -2.806988 1.853370 1.466457 0.07 -0.03 -0.02
H 3.748492 -3.665202 -2.917219 0.01 0.01 -0.01
H 4.054124 -1.941679 -3.140957 0.00 -0.01 0.00
H 3.161301 -2.854780 -4.372672 0.01 -0.01 0.01
H 2.233078 -2.313134 -1.506108 -0.03 -0.02 -0.01
H 0.823192 -3.806831 -3.770658 -0.02 -0.01 0.02
H 0.048747 -3.281024 -2.256741 -0.02 0.00 0.00
H 1.360040 -4.442835 -2.207758 0.04 -0.04 0.00
H 2.220226 -0.314491 -2.789811 0.00 -0.03 0.04
H 0.907770 -1.983007 -4.949160 0.00 0.01 -0.02
H 1.800716 -0.454441 -5.131382 0.00 0.01 0.01
H -2.208240 0.608544 -5.059002 0.00 0.00 -0.03
H -4.490900 1.526817 -4.828886 0.00 -0.01 0.00
H -5.496545 1.719811 -2.554972 0.00 0.01 -0.01
H -4.216828 1.046193 -0.602562 0.03 -0.03 -0.01
H -3.223442 -2.016221 -1.758596 -0.01 0.01 0.01
H -3.488132 -4.454986 -1.573690 0.00 0.00 0.00
H -2.240920 -5.714167 0.151723 0.00 0.00 0.00
H -0.703386 -4.505296 1.690720 -0.01 -0.01 -0.01
H -0.452938 -2.086868 1.525351 0.02 0.02 0.03
H -3.495424 -1.451968 1.713100 0.01 0.01 0.00
H -4.860558 -0.627048 3.580851 0.00 0.00 0.00
H -4.908120 1.788577 4.120959 0.01 0.00 0.00
H -3.587619 3.375774 2.747674 0.00 0.00 0.00
H -2.235538 2.550671 0.862553 0.00 0.02 0.05
C -0.081523 2.288626 -0.359342 0.22 0.32 0.31
C 0.492796 3.393867 0.426489 -0.27 -0.29 -0.32
C 0.489298 3.448169 1.827431 0.06 0.07 0.11
C 1.021674 4.547253 2.481011 -0.02 -0.06 -0.12
C 1.608296 5.575909 1.752175 0.04 0.08 0.02
C 1.623582 5.532037 0.363138 -0.06 -0.09 0.05
C 1.029060 4.467387 -0.295184 0.03 0.06 -0.04
H 0.089992 2.615583 2.393411 -0.01 0.00 0.01
H 1.015814 4.579062 3.563057 0.01 0.00 0.01
H 2.053028 6.417354 2.270031 0.00 -0.01 0.00
H 2.076486 6.336674 -0.202694 0.00 0.01 0.00
H 0.978741 4.437460 -1.377623 0.02 0.01 0.02
F 1.587332 -1.473167 0.467319 0.00 -0.14 0.01
B 2.161002 -2.631054 1.136999 0.17 0.14 0.03
F 1.697350 -2.659547 2.449264 -0.01 -0.04 -0.02
F 1.731962 -3.773068 0.445143 -0.01 -0.05 -0.07
F 3.549262 -2.517281 1.070065 -0.08 -0.04 0.02
```
Positions in Å, forces in eV/Å.

Computed properties:
HOMO: -4.48 eV
Net charge: -1
Relative energy (zero: lowest compared OMol25 entry of this formula, charge and spin): 0.494 eV
E_LUMO: 2.2 eV
Energy: -2699.8408 Eh

Mulliken population analysis, charges in e, atoms 1 to 2:
1. Pd 0.6013
2. B 0.5019

***

Molecular formula: C2H4F2O
Method: DFT, wB97M-V/def2-TZVPD

```
9
Properties=species:S:1:pos:R:3:forces:R:3
C 1.838559 -0.355891 0.117020 0.32 1.88 -1.76
C -1.136177 -0.089020 0.065586 1.31 0.93 -1.06
O -1.275634 1.192973 -0.342140 -0.19 -0.33 0.32
F -1.407204 -0.364582 1.336118 -0.67 -0.01 -0.42
F -1.578403 -1.029510 -0.791979 -0.32 0.50 0.82
H 2.054929 -0.068644 1.124170 -0.20 -0.47 0.51
H 1.441035 -1.288768 -0.245906 0.17 -0.08 0.30
H 2.199836 0.426597 -0.630737 -0.72 -1.39 0.92
H -2.136942 1.576846 -0.632129 0.30 -1.02 0.38
```
Positions in Å, forces in eV/Å.

Computed properties:
HOMO (alpha / beta): -8.75 / -8.78 eV
Relative energy (zero: lowest compared OMol25 entry of this formula, charge and spin): 4.247 eV
E_LUMO (alpha / beta): 0.1 / 0.4 eV
Energy: -353.4256 Eh

Mulliken population analysis, charges in e, atoms 1 to 2:
1. C -0.9192
2. C 0.4788

***

Molecular formula: C4H7NO
Method: DFT, wB97M-V/def2-TZVPD

```
13
Properties=species:S:1:pos:R:3:forces:R:3
O -0.823478 1.200259 -1.381224 -0.11 0.18 0.15
C 0.148419 0.278073 -0.951689 0.19 -0.23 0.04
C 0.977317 0.534419 0.292848 0.13 -0.18 0.00
C 0.948284 -0.594201 1.010176 0.25 0.12 0.01
N 0.070412 -1.584009 0.480864 0.25 -0.02 -0.48
C -0.363581 -1.113335 -0.626791 0.07 -0.22 0.08
H -1.495546 1.281465 -0.691522 0.15 -0.01 -0.11
H 0.852812 0.199042 -1.792689 -0.03 -0.13 0.08
H 1.557993 1.426514 0.488010 -0.07 -0.10 -0.06
H 1.501250 -0.863011 1.899291 -0.04 0.23 0.04
H -0.962739 -1.725438 -1.293876 -0.21 0.23 0.05
H -1.033901 0.875892 1.295750 -0.33 0.01 0.15
H -1.613160 0.407353 1.268156 -0.25 0.13 0.06
```
Positions in Å, forces in eV/Å.

Computed properties:
HOMO: -9.51 eV
SMILES string: O[C@H]1C=CN=C1.[H][H]
Relative energy (zero: lowest compared OMol25 entry of this formula, charge and spin): 3.071 eV
E_LUMO: 0.3 eV
Energy: -286.5188 Eh

Mulliken population analysis, charges in e, atoms 1 to 2:
1. O -0.5148
2. C 0.1756

***

Molecular formula: C4H3S2
Method: DFT, wB97M-V/def2-TZVPD

```
9
Properties=species:S:1:pos:R:3:forces:R:3
C -1.366951 0.037381 -0.043416 -2.90 -1.42 2.02
C 0.073586 0.075886 -0.019835 1.65 -1.58 1.15
C 1.315351 0.614166 0.140539 1.25 3.26 -1.63
S 2.310224 2.234321 -0.116737 -1.84 -3.07 0.85
C 1.174268 -0.797852 0.061242 -0.41 2.07 0.17
S 1.897555 -2.244463 0.063157 0.29 -1.32 -0.03
H -1.818577 -1.108558 -0.135042 1.30 3.02 0.36
H -1.729711 0.606191 -0.863020 -0.55 0.45 -0.92
H -1.855746 0.582927 0.913112 1.20 -1.41 -1.96
```
Positions in Å, forces in eV/Å.

Computed properties:
HOMO: -3.57 eV
Net charge: -1
SMILES string: Cc1c([S-])c1=S
Relative energy (zero: lowest compared OMol25 entry of this formula, charge and spin): 1.264 eV
E_LUMO: 3.6 eV
Energy: -950.5562 Eh

Mulliken population analysis, charges in e, atoms 1 to 2:
1. C -0.8279
2. C 0.4985

***

Molecular formula: C5H8O
Method: DFT, wB97M-V/def2-TZVPD

```
14
Properties=species:S:1:pos:R:3:forces:R:3
O -0.520798 -1.104598 -1.751111 -0.30 0.02 0.14
C -0.212585 -1.159405 -0.366921 0.51 0.25 0.36
C -1.104403 -0.314881 0.521345 -0.14 0.07 0.07
C -0.276421 0.907108 0.137340 -0.14 0.37 0.06
C 1.042559 0.978808 0.838867 -0.16 -0.52 0.24
C 0.906024 0.021780 -0.329323 -0.27 -1.23 0.55
H -0.230100 -0.209432 -1.991795 -0.34 -0.30 -0.40
H -0.147614 -2.240809 -0.139637 0.61 0.61 0.15
H -2.174830 -0.279753 0.322107 0.07 -0.13 -0.13
H -0.913219 -0.611891 1.559330 -0.27 0.26 -0.01
H -0.726461 1.791992 -0.299456 0.26 0.03 -0.05
H 1.461252 1.998610 0.750616 0.39 -1.00 -0.57
H 1.265711 0.534211 1.798376 -0.55 0.13 0.43
H 1.630884 -0.311740 -1.049739 0.34 1.44 -0.84
```
Positions in Å, forces in eV/Å.

Computed properties:
HOMO: -9.73 eV
SMILES string: O[C@@H]1C[C@H]2C[C@H]21
Relative energy (zero: lowest compared OMol25 entry of this formula, charge and spin): 3.372 eV
E_LUMO: 1.1 eV
Energy: -270.4340 Eh

Mulliken population analysis, charges in e, atoms 1 to 2:
1. O -0.5111
2. C -0.0400